No. 1
Entry from the Open Molecules 2025 dataset: 4 unconnected molecules or ions with the total composition C31H30F24N5O6 (ωB97M-V/def2-TZVPD).

Results
Charge ... +1
Total energy ... -4320.9731 Ha

XYZ file:
```
96
Properties=species:S:1:pos:R:3:forces:R:3
F -3.9662 -0.5039 -2.7066 -0.069 0.104 0.039
F -8.8475 1.8076 -3.5131 0.049 0.128 -0.029
O -2.9490 2.7652 -2.2372 -0.257 -0.411 0.333
H 3.7319 2.0167 0.6442 -0.021 0.055 0.034
C -13.1368 1.6211 -0.5070 -0.117 -0.110 0.009
C 6.8877 -2.2440 2.3914 -0.429 0.308 -0.291
H 0.2942 -5.3485 0.2373 -0.130 0.126 -0.053
H -13.0969 0.7133 0.0978 0.024 0.020 0.021
F 1.9294 1.3190 1.8203 -0.308 -0.059 -0.316
F 1.6204 3.4730 1.6983 -0.043 0.032 -0.057
H 7.8602 -1.6127 0.6080 0.017 0.036 0.004
H 0.9105 -1.2114 1.1332 0.153 0.044 0.063
H 10.3004 -3.2808 2.0980 0.059 -0.045 -0.016
H 2.2251 -5.9341 1.6358 0.014 0.002 -0.038
H 7.8412 -5.5220 0.9757 0.147 -0.026 0.001
C 0.3294 2.0972 0.2837 -0.134 -0.227 0.328
F 1.7199 6.1624 -2.2987 0.016 -0.019 -0.012
H 3.5386 -4.2368 2.7134 0.031 0.142 0.020
H 10.5550 -3.6142 0.5171 0.123 -0.180 0.060
O 3.3885 3.6806 -0.3707 -0.501 0.259 0.144
C 1.9412 -4.8978 1.5090 -0.104 0.110 -0.015
N 7.0053 -5.8706 5.5757 -0.181 0.060 -0.220
H -10.2845 3.8754 -3.9495 -0.006 -0.002 0.027
O 6.2039 -3.5434 5.7119 -0.113 -0.127 -0.211
C -11.9186 2.5045 -0.2124 0.402 0.109 0.106
H -8.8957 1.9359 -1.2395 -0.018 -0.060 -0.036
F -4.5757 1.9479 -3.5661 -0.039 -0.018 0.066
O -10.7417 1.8723 -0.5227 -0.410 -0.149 -0.393
C -9.8542 2.3782 -1.5042 0.451 0.171 0.322
H 2.6594 -1.2311 3.6640 -0.026 0.138 -0.029
H -2.2331 1.7679 -3.9208 -0.148 -0.168 0.043
C 1.6866 2.3610 0.9469 0.312 0.500 0.137
C 7.0422 -2.8315 3.6307 0.497 -0.119 -0.103
C 2.3379 -2.5630 2.0159 0.052 -0.109 -0.124
C -10.0889 1.9515 -2.9618 -0.180 -0.319 0.212
C -10.8258 2.9275 -3.8830 0.085 0.081 -0.187
H -2.3567 -0.8366 -3.8336 0.016 0.047 -0.007
C 5.3283 -1.0494 0.7613 -0.461 0.140 -0.292
F -14.2582 2.3139 -0.2105 0.015 0.009 0.020
O 6.2057 -0.0835 0.4351 0.459 -0.500 0.196
H 8.1119 -4.9690 2.4669 0.138 -0.125 -0.051
C 2.9204 2.4109 0.0319 0.473 -0.383 -0.158
F -4.6187 4.0168 -2.9136 -0.049 0.046 -0.031
H 7.9965 -3.2367 3.9392 -0.106 -0.023 0.268
F 0.0206 3.0943 -0.5687 0.032 -0.058 0.005
C 2.2084 5.6308 -1.1594 -0.039 0.162 0.044
F 1.1843 5.4210 -0.3105 0.027 0.007 -0.016
C 6.5787 -4.8032 5.5634 0.277 0.109 0.462
N 6.0107 -2.9383 4.4631 0.033 0.102 -0.440
F -0.6144 2.0592 1.2484 0.043 -0.004 0.005
C 3.1236 -1.4500 2.6993 0.060 -0.561 0.195
F -6.4431 2.4098 -1.6753 -0.006 0.038 -0.003
H 2.8119 1.7292 -0.8136 -0.207 0.058 -0.018
C 8.5683 -3.6372 0.9902 0.922 -0.531 -0.134
F -0.5427 0.1647 -2.3409 -0.053 -0.009 -0.008
H -4.9976 3.1951 -0.5314 0.012 0.040 -0.047
C 0.8449 -4.5598 0.7314 0.278 -0.095 0.155
H 4.0161 -2.6176 4.9283 0.132 -0.101 0.102
C -1.8700 0.4909 -2.1860 -0.250 0.307 0.289
C 8.0837 -2.2152 1.4785 -0.106 -0.106 0.233
N 7.7519 -4.6980 1.5598 -0.527 0.247 0.097
H 0.3235 1.1482 -0.2527 0.063 -0.063 -0.048
F -12.0206 3.7062 -0.8062 -0.057 -0.033 -0.043
H 6.1865 0.0330 -0.5281 -0.335 0.339 0.033
C 5.6134 -1.7441 2.0691 0.163 0.098 0.332
F 2.0982 3.4913 -2.2094 -0.043 0.053 0.015
F 3.9606 4.6022 -2.2752 0.008 0.009 -0.055
O 4.3592 -1.3124 0.1096 0.261 -0.175 -0.081
H 7.5272 -4.1030 -0.6815 0.075 -0.048 -0.091
H -0.3544 -2.9736 -0.0113 -0.144 0.248 -0.042
F -12.0800 3.1577 -3.4523 -0.015 -0.026 0.060
F -2.3353 -1.8105 -2.0946 0.107 0.003 0.061
F -13.1758 1.2859 -1.8100 0.019 0.046 -0.013
C -2.6409 -0.6867 -2.7887 0.076 -0.264 -0.038
F -11.9157 2.7190 1.1236 -0.038 0.038 0.048
C 4.7882 -2.4883 4.1827 -0.436 0.014 0.166
C 2.6824 -3.9049 2.1365 0.068 -0.164 0.076
N 8.4691 -3.7924 -0.4573 -0.608 0.238 0.231
C -2.0502 1.8650 -2.8501 0.344 0.359 -0.334
F -10.8996 2.3835 -5.1191 0.010 -0.004 0.029
N 9.9929 -3.8590 1.3246 -0.401 0.517 -0.176
H -1.0815 2.3518 -2.7460 0.002 -0.002 0.042
C 1.2308 -2.2417 1.2436 -0.287 0.285 -0.117
H 3.1044 -0.5438 2.1080 -0.048 0.039 -0.070
H -9.7245 3.4577 -1.4187 -0.193 0.032 -0.134
C 4.5390 -1.8877 2.9645 0.206 0.273 0.011
C -4.2901 2.7639 -2.5371 0.307 0.132 -0.252
F -4.8177 1.2302 -0.8077 0.003 -0.002 -0.060
H 2.9198 6.3226 -0.7046 0.025 -0.019 -0.018
H 8.8888 -1.6946 1.9990 0.030 -0.058 0.013
F -10.6866 0.7426 -2.9964 -0.017 0.059 -0.030
F -2.1057 0.5882 -0.8536 0.103 -0.159 -0.293
C 0.4946 -3.2217 0.6033 0.007 -0.462 -0.062
C -5.1427 2.4396 -1.3055 -0.067 -0.029 0.185
H 8.5840 -2.9030 -0.9307 0.226 -0.077 -0.042
C 2.8998 4.3043 -1.4960 0.275 -0.293 -0.011
```
Forces are in eV/Å.

***

No. 2
Entry from the Open Molecules 2025 dataset: 6 unconnected molecules or ions with the total composition C31H30F40O12S (ωB97M-V/def2-TZVPD).

Results
Total energy ... -6494.6853 Ha
SMILES ... CC(=O)OC[C@@](O)(OC=O)S(C)(=O)=O.FC(F)C(F)(F)COC(F)(F)C(F)F.FC(F)C(F)(F)COC(F)(F)C(F)F.FC(F)C(F)(F)COC(F)(F)C(F)F.FC(F)C(F)(F)COC(F)(F)C(F)F.FC(F)C(F)(F)COC(F)(F)C(F)F

XYZ file:
```
114
Properties=species:S:1:pos:R:3:forces:R:3
C 0.1701 2.8131 -0.8047 2.554 5.049 -1.446
F -9.1289 -3.3920 3.2364 -0.562 0.061 -0.390
F 9.7435 1.0351 -1.7042 -0.177 -0.462 -0.246
C -10.7713 -1.3143 7.5138 0.660 -0.117 0.801
C -9.2035 -2.8796 1.9790 2.250 -0.321 -0.161
C -8.1361 -0.8616 -0.8207 0.093 1.023 -0.411
C 5.2310 -1.5116 2.4444 -0.540 -0.129 0.949
C 6.5792 -1.5806 0.2450 0.851 -0.465 -0.683
C -10.6534 -2.9394 1.4808 -0.766 -0.122 -0.638
C 12.7068 -2.4886 -0.8529 0.299 -0.075 1.068
C 8.4432 4.7825 -5.5152 0.530 0.193 -0.929
C -12.1067 -1.1952 5.3088 -0.049 0.225 -1.137
C 4.3522 0.9903 -0.5422 0.081 0.937 0.269
C 10.7165 0.5474 -2.5180 0.585 0.953 0.211
H 7.6558 0.6301 -3.1194 -0.306 0.268 -0.006
O -3.4924 -1.3144 -0.1945 -0.119 3.867 -8.892
F -11.4598 -2.1344 2.2214 0.418 -0.057 0.237
F -10.6320 0.4807 6.0108 0.135 -0.556 0.167
H -11.0439 -3.9601 1.5345 0.229 0.019 0.117
C 13.1196 -2.3917 -2.3176 0.392 0.660 -0.783
F 14.0599 -3.3598 -2.5588 -0.477 -0.052 0.377
H 0.0095 2.4575 1.5040 1.133 -0.736 -1.995
C 0.5334 1.9635 0.5739 -0.430 -0.466 -0.484
H -3.0215 1.6241 -3.7226 -1.152 0.699 1.163
H 12.3039 -3.4799 -0.6209 0.010 0.000 -0.185
O -0.7992 2.2307 -1.7552 -0.060 2.307 2.738
F -14.7768 -3.6745 8.0681 0.181 0.029 -0.501
H -11.4901 -2.0487 5.0019 -0.107 0.168 0.342
F 9.7078 5.0907 -5.9066 -0.111 0.108 0.340
F 4.5632 1.2180 0.7786 0.057 -0.070 -0.528
H -4.8170 4.4089 -1.3681 -0.295 -1.461 1.939
F 13.7367 -1.2089 -2.5818 -0.252 -0.331 0.314
F 3.0131 1.1011 -0.7457 0.332 -0.496 -0.333
H 12.4334 -3.0864 -4.2039 0.079 0.309 0.214
H 5.0672 -2.5941 2.4543 0.134 0.027 -0.124
H 11.2354 -3.3247 -2.9745 0.207 0.295 0.184
F -6.6501 -2.4437 -1.7090 -0.002 0.414 0.240
C 10.3507 -0.8466 -3.0443 0.461 -1.761 -1.102
F 13.7755 -2.2786 -0.0397 0.033 -0.106 -0.373
C 4.8646 -0.3912 -0.9703 1.299 -1.598 -0.434
F -14.4940 -3.5202 5.2502 -0.106 0.313 0.673
F -8.4958 -0.4269 -2.0572 0.165 -0.349 -0.025
C 6.5253 -1.1579 1.7197 0.659 0.814 -0.354
H 4.8522 1.7846 -1.1045 0.038 -0.260 -0.070
H 0.1413 0.8480 0.5146 0.679 2.454 -0.165
H -5.7715 4.1116 0.3159 1.834 -1.242 -1.666
F 4.1501 -0.9177 1.8900 0.269 -0.180 0.430
H -7.3102 -0.2311 -0.4753 0.035 -0.185 -0.016
C -2.1103 2.8396 -1.3606 -0.145 -1.507 1.214
F -11.5681 -2.2531 8.0722 0.427 0.376 0.024
F 6.1319 2.8537 -5.0907 -0.189 -0.848 0.361
H 1.6957 1.9117 0.7060 -2.522 0.506 -0.236
H -2.3217 3.8622 -1.8908 0.418 -2.153 0.958
C 6.4285 2.2452 -3.9176 -0.843 1.743 0.535
F 5.2755 -1.0906 3.7360 0.314 -0.043 -0.210
H -6.5331 -3.6745 0.2654 -0.336 0.085 -0.114
F 8.5780 6.1972 -3.6495 -0.276 -0.211 -0.509
F 5.2734 1.6632 -3.4977 0.725 -0.034 -0.214
H -12.0596 -0.5054 4.4564 -0.111 -0.005 0.348
C -3.5079 -0.7349 -1.4264 0.608 -3.171 7.356
F 4.7138 -0.5403 -2.3136 -0.131 0.357 0.699
F 8.2050 3.5278 -5.9592 0.277 0.497 -0.009
C 11.9828 -2.6038 -3.3272 -0.097 -0.538 -1.028
O -13.4916 -1.5423 5.4012 0.156 -1.218 1.547
F 8.7197 1.7286 -4.3891 -0.455 0.089 0.231
H -15.5569 -2.0758 7.1660 0.131 -0.064 -0.226
F 11.7851 -1.5592 -0.5137 0.426 -0.329 0.108
F -9.2043 -0.6489 -0.0194 0.144 0.063 -0.394
F 7.2202 0.2885 -5.0355 -0.425 0.515 0.196
H -6.8063 -2.1984 1.1314 -0.304 0.025 -0.278
O 11.3765 -1.4196 -3.8533 -0.774 0.633 1.722
F 9.2373 4.1449 -3.3587 -0.175 0.120 -0.394
H 6.7662 5.2069 -2.5708 0.280 -0.230 -0.123
O 6.2566 -0.5691 -0.7140 -1.803 0.262 0.520
O -8.3133 -3.6640 1.1869 -1.345 1.472 0.354
O -3.7169 2.0073 -3.0999 1.450 -1.880 1.357
F 4.1740 -1.4096 -0.4043 -0.222 0.610 -0.636
H 7.7614 5.4690 -6.0278 -0.056 -0.001 0.182
C -4.8262 3.8303 -0.3424 1.099 1.751 0.267
F -8.7261 -1.6150 2.0650 -0.691 -0.530 0.544
F 10.0247 -1.7152 -2.0575 -0.522 0.665 -0.282
H 7.6271 -1.8276 0.0318 -0.164 0.306 0.159
H 10.8597 1.2520 -3.3428 -0.107 -0.262 -0.054
C 8.3064 4.9001 -4.0010 0.268 -0.338 0.934
O -2.5662 0.3795 -1.6209 -3.799 0.042 0.041
F 7.5578 -1.7932 2.3600 -0.574 -0.219 -0.080
O 0.6999 4.0004 -1.1200 -3.355 -7.691 2.200
C 7.5242 1.1801 -4.0560 0.466 -0.717 0.056
C -3.2479 1.6764 -1.7452 2.539 1.416 -2.002
F -10.7615 -2.5186 0.1954 0.117 -0.391 0.577
F 11.8585 0.5250 -1.7857 -0.406 -0.055 -0.468
O -6.0756 1.5097 -1.1636 5.175 1.286 0.939
F 6.7993 0.1709 1.8138 -0.308 -0.407 0.079
C -7.3075 -2.9282 0.4840 0.938 -0.658 0.309
H -2.1481 2.9140 -0.1736 0.199 0.114 -2.466
S -4.6886 1.9388 -0.5781 -6.216 -1.068 4.060
C -14.5793 -2.5123 7.3921 -0.439 0.268 0.829
F -10.2943 -0.5613 8.5398 -0.078 0.183 -0.287
C -11.5156 -0.4419 6.5086 -0.846 0.576 -0.219
H -3.8902 4.2445 0.2698 -1.960 -1.241 -1.309
F -8.7025 -3.1010 -1.4137 0.147 0.324 0.092
O 6.7408 3.2369 -2.9408 0.246 -0.912 -1.630
C 6.9148 4.5635 -3.4475 -0.690 0.476 0.841
H -9.9175 -1.8153 7.0458 -0.102 0.071 -0.149
H 6.1082 4.8489 -4.1336 0.368 -0.174 -0.057
C -7.7255 -2.3295 -0.8662 -0.473 -0.815 -0.022
C -13.7738 -2.7489 6.1079 1.074 0.512 -1.840
F -13.9352 -1.6742 8.2428 -0.331 -0.190 -0.489
O -4.4975 1.3594 0.8448 0.620 1.911 -4.829
F 9.2534 -0.7619 -3.8432 0.666 0.047 0.463
H 6.0360 -2.5141 0.0542 -0.090 0.331 0.226
F -12.4980 0.2805 7.1106 0.344 -0.305 0.046
H -4.1961 -1.1546 -2.2807 1.476 1.250 1.457
F -12.6166 -3.4182 6.3258 -0.909 -0.272 0.028
```
Forces are in eV/Å.

***

No. 3
Entry from the Open Molecules 2025 dataset: a molecular structure, C31H30FN6O2S3SeV (ωB97M-V/def2-TZVPD).

Results
Charge ... +2
Total energy ... -6317.5599 Ha

XYZ file:
```
75
Properties=species:S:1:pos:R:3:forces:R:3
H 10.1957 -24.7962 1.0367 0.185 0.910 0.553
O 6.2509 -15.8063 1.0426 -0.572 -0.997 0.730
H 8.4245 -24.0700 2.6571 0.677 0.363 -0.268
C 4.2051 -21.2903 1.2258 -1.011 1.278 -0.498
H 7.7392 -21.4998 1.1831 0.491 0.739 -0.008
H 2.0262 -17.2267 6.1737 0.565 0.236 0.214
H 2.5791 -16.4064 -2.2589 -0.019 0.092 -0.054
H 2.4388 -16.0854 2.7035 0.045 0.210 0.101
C 10.2936 -23.8365 1.5943 -0.125 -0.900 -0.711
C 1.2891 -16.1962 0.8871 0.526 -0.160 0.431
C 2.5551 -16.3273 -1.1820 0.695 -0.512 0.300
C 3.3875 -18.8587 4.5269 1.068 -0.167 -0.750
C 5.6326 -23.1741 5.3053 0.285 -0.412 -0.022
S 5.1885 -16.4144 1.8352 -0.362 2.802 -1.235
H 12.4377 -21.2160 1.9588 -0.379 -0.499 0.088
H 3.3089 -21.6647 0.6517 1.061 0.340 0.541
H 3.8516 -20.5242 1.9469 0.216 -0.505 -0.314
C 11.5596 -21.8581 2.1178 0.092 1.431 0.210
N 5.2118 -16.6021 6.7221 -1.710 -0.507 -0.583
C 5.4525 -25.8013 4.2494 -0.061 -0.185 2.177
H 5.2292 -26.4056 6.3108 0.122 0.464 -0.317
C 5.4899 -24.2678 6.1517 0.137 0.153 -0.524
N 5.4899 -22.2744 3.0927 -0.495 0.537 -0.308
H 3.4784 -19.8809 4.9080 -0.156 0.207 0.296
C 5.1434 -24.8152 2.0248 0.865 -0.520 -0.060
H 6.9698 -15.4736 6.4983 -0.484 -0.036 0.123
C 6.2444 -15.7451 7.2848 2.346 -0.877 -0.435
H 4.8658 -20.7423 0.5434 -0.128 -0.243 -0.084
C 6.5241 -18.5842 1.6366 -0.829 1.696 -1.007
S 7.7401 -18.0131 0.3566 -0.840 0.470 1.032
N 0.1867 -16.7360 -1.1946 0.084 0.037 0.666
C 5.3744 -25.5557 5.6303 0.361 -0.959 -0.681
C 1.3574 -16.4363 -0.4972 -1.457 -0.010 -0.393
C 4.7750 -23.6974 1.3590 -0.180 0.291 -1.308
C 10.5300 -21.4218 2.9478 -0.300 0.092 -0.119
H 5.4698 -24.1081 7.2187 -0.154 0.017 0.107
C 7.6693 -20.3985 1.1583 1.607 -2.747 -1.330
N 5.4284 -18.0065 2.0237 1.317 -1.249 0.260
C 2.4542 -16.1403 1.6279 0.623 -0.580 -1.138
C 8.3870 -21.7203 4.1234 0.128 0.027 -0.134
S 5.7188 -21.5499 5.9782 0.516 0.455 -1.754
H 7.9916 -22.5342 4.7130 -0.140 -0.236 0.380
C 11.3998 -23.0163 1.3996 0.521 -0.356 -0.611
H 0.3341 -16.1375 1.3971 -0.019 -0.032 -0.161
C 3.7303 -16.3021 -0.4463 0.725 0.170 -1.140
H 5.3738 -26.8369 3.9216 -0.060 0.396 -0.303
C 3.6866 -16.2794 0.9265 -0.248 -0.076 1.376
C 9.3594 -22.1858 3.1265 0.889 0.299 -0.284
C 8.3442 -19.6012 0.2727 0.318 -0.864 -0.058
C 5.6692 -23.3906 3.8967 -1.052 -0.408 0.935
N 6.7633 -19.8694 1.9918 -0.237 -0.086 1.887
H 3.6213 -15.6464 7.8517 0.150 -0.505 -0.808
H 0.2783 -17.3677 -1.9720 0.161 0.161 -0.233
V 6.5591 -20.7879 3.9003 0.301 0.931 0.090
C 9.3038 -23.4192 2.4653 -1.130 -0.478 0.278
H 4.7122 -16.2749 -0.9637 -0.782 -0.089 0.422
H 6.8635 -16.2837 8.0319 -0.663 0.239 -0.182
H 2.3396 -18.6212 4.3052 0.466 -0.015 -0.062
C 3.8762 -16.3579 7.0488 0.657 0.957 0.743
C 4.8747 -22.4065 1.8954 0.570 -0.922 1.235
H 10.5903 -20.4583 3.4645 0.255 -0.344 -0.210
H 8.8687 -20.9619 4.7468 -0.337 0.207 0.318
H 5.8574 -14.8251 7.6946 -0.467 -0.074 0.067
O 4.9097 -15.9144 3.1505 0.252 -0.184 0.469
H 9.1872 -19.8994 -0.4272 -1.436 0.366 1.030
C 5.2401 -17.5758 5.7550 -1.422 0.066 0.489
N 3.9193 -17.8701 5.4427 1.606 0.645 1.468
H 5.1371 -25.7736 1.4822 -0.172 0.367 0.611
H 4.4261 -23.7612 0.3282 -0.116 -0.083 0.304
C 5.5281 -24.7068 3.3943 -0.477 0.273 -0.939
H 4.0546 -18.7822 3.6478 -0.780 -0.088 -0.025
Se 6.8300 -18.4986 5.3262 -0.254 -0.515 -1.059
H -0.5899 -17.0168 -0.6077 0.108 0.209 -0.124
C 3.1096 -17.1119 6.2591 -1.035 -0.651 -0.532
F 12.3497 -23.3224 0.4805 -0.905 -0.059 0.839
```
Forces are in eV/Å.